w.
DFT (ωB97M-V/def2-TZVPD) results for C4H12N2 in the gas phase.

Output
* SMILES: CCNCCN
* spin multiplicity: 1

XYZ file:
```
18
Properties=species:S:1:pos:R:3:lowdin_charge:R:1
N -0.85535 -2.67676 0.52873 -0.019
C 0.43918 -1.94732 0.53847 -0.286
C 0.65791 -0.74512 -0.35779 -0.277
N -0.14665 0.36362 0.06039 -0.104
C 0.40888 1.67439 -0.28814 -0.274
C -0.71409 2.74271 -0.25903 -0.099
H -0.72730 -3.67084 0.47061 0.049
H -1.46461 -2.30637 -0.18894 0.055
H 1.13286 -2.74538 0.27052 0.099
H 0.64359 -1.72481 1.59300 0.102
H 1.74651 -0.56105 -0.39468 0.116
H 0.38813 -1.05993 -1.38377 0.114
H -0.71178 0.12630 0.85351 0.110
H 1.11197 1.93731 0.51412 0.105
H 0.89428 1.59297 -1.26451 0.110
H -0.83288 3.10254 0.77594 0.067
H -1.67011 2.34374 -0.58132 0.062
H -0.30054 3.55400 -0.88711 0.070
```

***

x.
DFT (ωB97M-V/def2-TZVPD) results for C4H12N2 in the gas phase.

Output
* SMILES: CNCCCN
* spin multiplicity: 1

XYZ file:
```
18
Properties=species:S:1:pos:R:3:lowdin_charge:R:1
C -1.67983 1.48667 1.94304 -0.164
N -1.16211 1.19785 0.60298 -0.159
C -0.98248 -0.28663 0.38432 -0.203
C 0.02813 -0.35212 -0.94895 -0.153
C 1.54048 -0.60234 -0.59146 -0.340
N 2.18214 -1.46251 -1.50329 -0.025
H -2.65694 1.07774 2.08620 0.059
H -1.19416 0.95551 2.76783 0.069
H -1.85533 2.50880 2.13464 0.056
H -0.36017 1.80565 0.26351 0.119
H -1.96017 -0.69061 0.13308 0.089
H -0.58362 -0.80909 1.28129 0.098
H -0.21648 0.54262 -1.56403 0.093
H -0.40033 -1.37013 -1.42740 0.131
H 1.57325 -0.96089 0.44400 0.107
H 1.99945 0.37919 -0.61241 0.088
H 2.05985 -1.17655 -2.54265 0.126
H 3.01672 -1.88308 -1.38368 0.009
```

***

y.
DFT (ωB97M-V/def2-TZVPD) results for a molecular structure, C4H12N2.

Output
* spin multiplicity: 1

XYZ file:
```
18
Properties=species:S:1:pos:R:3:lowdin_charge:R:1
C 2.52280 -0.15640 -0.35540 -0.153
N 1.34956 -0.26533 0.48930 -0.156
C 0.48252 0.93306 0.41154 -0.248
C -0.90246 0.49185 0.95244 -0.203
C -1.99392 -0.05641 -0.00342 -0.141
N -1.08288 -1.27297 -1.07328 0.008
H 3.12005 -1.06073 -0.21232 0.073
H 2.19972 -0.10922 -1.40691 0.076
H 3.12166 0.71303 -0.07539 0.075
H 0.78117 -0.99164 0.05255 0.054
H 0.34207 1.33822 -0.60363 0.110
H 0.93501 1.69042 1.07930 0.114
H -1.41155 1.30402 1.47188 0.102
H -0.65761 -0.27867 1.67808 0.107
H -2.85274 -0.35252 0.62334 0.112
H -1.87555 -1.28783 -0.32016 -0.031
H -1.63231 -1.19643 -1.93155 0.005
H -2.44555 0.55754 -0.77638 0.096
```

***

Stability check: which of them is least stable? y.

***

w.
DFT (ωB97M-V/def2-TZVPD) results for a molecular structure, C4H12N2.

Output
* spin multiplicity: 1

XYZ file:
```
18
Properties=species:S:1:pos:R:3:lowdin_charge:R:1
C 0.53197 -0.02029 0.13041 -0.500
C -1.54206 1.15950 -0.22629 -0.136
C 1.08790 0.55891 -1.16624 -0.056
C 1.58570 -0.26059 1.20544 -0.062
N -0.65465 0.39734 0.62405 -0.014
N -1.30457 -1.86446 0.08210 -0.068
H -0.11048 -1.37283 -0.16059 0.145
H -2.24564 -2.13116 -0.23501 -0.002
H -1.28900 -1.78255 1.10393 -0.015
H -2.51449 1.25030 0.25865 0.073
H -1.12564 2.16840 -0.34895 0.089
H -1.68418 0.73162 -1.22274 0.078
H 0.39598 0.42204 -1.99850 0.072
H 1.29066 1.62931 -1.06269 0.088
H 2.04845 0.68133 1.51523 0.082
H 2.36865 -0.92208 0.82812 0.073
H 1.12669 -0.71874 2.08328 0.076
H 2.03471 0.07395 -1.41022 0.076
```

***

x.
DFT (ωB97M-V/def2-TZVPD) results for 2 unconnected molecules or ions with the total composition C4H12N2.

Output
* SMILES: C=NC.CNC
* spin multiplicity: 1

XYZ file:
```
18
Properties=species:S:1:pos:R:3:lowdin_charge:R:1
C -2.92312 0.75117 -0.22469 -0.137
N -1.82535 -0.04754 0.30905 -0.185
C -1.41217 -1.12070 -0.59942 -0.149
H -2.99926 1.72063 0.26649 0.066
H -3.85433 0.27410 0.12998 0.074
H -2.85921 0.79597 -1.30003 0.071
H -1.76712 -0.40483 1.23714 0.085
H -2.07982 -1.15653 -1.46803 0.067
H -0.39094 -1.04760 -0.96864 0.052
H -1.59050 -2.11731 -0.17865 0.072
C 1.84576 0.77943 1.12015 -0.162
C 2.64266 -0.66429 -0.52937 -0.099
N 2.35903 0.51332 -0.20244 -0.091
H 1.80429 -0.11000 1.76601 0.069
H 2.47360 1.58169 1.50705 0.072
H 0.81585 1.14284 1.16540 0.061
H 3.02875 -0.84726 -1.53068 0.062
H 2.29423 -1.52564 0.06121 0.072
```

***

Stability check: which of them is least stable? w.

***

w.
DFT (ωB97M-V/def2-TZVPD) results for C4H12N2 in the gas phase.

Output
* SMILES: CC(C)NCN
* spin multiplicity: 1

XYZ file:
```
18
Properties=species:S:1:pos:R:3:lowdin_charge:R:1
C 0.58030 -1.42841 1.39541 -0.069
C -0.09705 -0.71150 0.20750 -0.449
C -1.41528 -1.43185 -0.15181 -0.061
N -0.30000 0.72278 0.46691 -0.057
C 0.64775 1.57763 -0.20265 -0.296
N 0.41556 1.46716 -1.68560 -0.013
H 1.12626 -2.32464 1.09482 0.072
H -0.21018 -1.88562 2.02906 0.076
H 1.28568 -0.78309 1.90159 0.067
H 0.59738 -0.81865 -0.63642 0.115
H -2.21098 -0.70388 -0.31758 0.075
H -1.76204 -2.19682 0.54002 0.062
H -1.21182 -1.96144 -1.07459 0.064
H -0.39376 0.88529 1.45858 0.108
H 1.68528 1.27288 0.01132 0.104
H 0.44383 2.64965 -0.07639 0.111
H 1.22091 1.67374 -2.26707 0.056
H 0.16286 0.53833 -1.98961 0.036
```

***

x.
DFT (ωB97M-V/def2-TZVPD) results for C4H12N2 in the gas phase.

Output
* SMILES: CNCCNC
* spin multiplicity: 1

XYZ file:
```
18
Properties=species:S:1:pos:R:3:lowdin_charge:R:1
C 1.32749 -1.17367 2.27108 -0.130
N 0.28321 -0.90921 1.28631 -0.130
C 0.75273 -0.77906 -0.06880 -0.282
C -0.33972 -0.22776 -0.99350 -0.267
N -0.47050 1.20546 -0.80912 -0.126
C -1.44551 1.75156 -1.77469 -0.127
H 1.35992 -2.23429 2.50065 0.070
H 0.98284 -0.78205 3.23260 0.073
H 2.26533 -0.67580 2.02208 0.076
H -0.26428 -0.10207 1.54418 0.087
H 1.64416 -0.14052 -0.22502 0.109
H 1.18401 -1.71212 -0.44980 0.112
H -0.10960 -0.42688 -2.03817 0.109
H -1.17609 -0.90285 -0.73506 0.118
H -0.85201 1.46353 0.09272 0.092
H -1.33030 2.83344 -1.77204 0.072
H -1.35087 1.19982 -2.70126 0.071
H -2.46079 1.61246 -1.38215 0.073
```

***

y.
DFT (ωB97M-V/def2-TZVPD) results for 2 unconnected molecules or ions with the total composition C4H12N2.

Output
* SMILES: C=CC.NCN
* spin multiplicity: 1

XYZ file:
```
18
Properties=species:S:1:pos:R:3:lowdin_charge:R:1
C -1.28338 1.95627 1.80957 -0.129
C -1.74310 0.59471 2.23644 -0.254
C -2.20765 -0.43606 1.55793 -0.023
H -1.44916 2.31139 0.79046 0.069
H -0.20069 1.98291 1.98073 0.072
H -1.57682 2.80312 2.44043 0.068
H -1.23919 0.47201 3.19625 0.090
H -2.12935 -1.44728 1.92766 0.049
H -2.54815 -0.29443 0.53699 0.057
N 2.87649 -0.96499 -1.91376 -0.014
C 1.54091 -0.45943 -2.29180 -0.357
N 0.43729 -1.07433 -1.58153 -0.009
H 2.80994 -1.93376 -1.80874 0.024
H 3.13910 -0.59854 -1.00640 0.052
H 1.44387 -0.59413 -3.36549 0.099
H 1.50651 0.59248 -2.00745 0.100
H 0.39092 -0.90478 -0.59497 0.050
H 0.23246 -2.00517 -1.90629 0.056
```

***

Stability check: which of them is least stable? y.

***

w.
DFT (ωB97M-V/def2-TZVPD) results for C4H12N2 in the gas phase.

Output
* SMILES: NCCCCN
* spin multiplicity: 1

XYZ file:
```
18
Properties=species:S:1:pos:R:3:lowdin_charge:R:1
C 0.90558 0.64614 0.68278 -0.204
C 0.48339 1.08200 -0.77755 -0.194
C -1.12486 1.06100 -1.06674 -0.303
N -1.77849 -0.15184 -1.47845 -0.070
C 0.65057 -0.88218 0.76571 -0.360
N 1.22271 -1.49557 1.99229 -0.042
H 0.14089 1.10371 1.38020 0.103
H 1.97564 0.91575 1.23303 0.155
H 0.88452 0.59619 -1.70183 0.109
H 0.75824 2.09686 -0.91279 0.064
H -1.30425 1.66156 -2.11428 0.129
H -1.81913 1.56487 -0.28293 0.126
H -2.37591 -0.56920 -0.82096 0.027
H -1.07883 -0.95197 -1.65589 0.100
H -0.41818 -1.08632 0.61983 0.085
H 1.11222 -1.42990 -0.10835 0.113
H 0.40958 -1.57930 2.57587 0.034
H 1.35634 -2.58181 1.67006 0.128
```

***

x.
DFT (ωB97M-V/def2-TZVPD) results for 2 unconnected molecules or ions with the total composition C4H12N2.

Output
* SMILES: C=NC.CNC
* spin multiplicity: 1

XYZ file:
```
18
Properties=species:S:1:pos:R:3:lowdin_charge:R:1
C -2.38720 1.88084 -2.16114 -0.166
N -2.34728 1.05886 -0.96085 -0.179
C -2.68968 -0.36624 -1.19793 -0.135
H -1.38014 2.01979 -2.57479 0.072
H -3.07728 1.46765 -2.89970 0.068
H -2.65766 2.92365 -1.99641 0.069
H -3.08432 1.34139 -0.34346 0.074
H -3.72102 -0.60907 -0.95129 0.073
H -1.95562 -0.97515 -0.66920 0.063
H -2.54047 -0.59918 -2.24367 0.062
C 4.14006 -0.77178 2.41501 -0.148
C 2.09676 -1.49924 1.51717 -0.098
N 2.86702 -1.48513 2.50571 -0.106
H 4.74751 -0.98975 1.53590 0.072
H 4.64776 -0.89971 3.36495 0.063
H 3.86634 0.28139 2.29173 0.075
H 1.07962 -1.78919 1.77414 0.065
H 2.39561 -0.98914 0.59382 0.076
```

***

Stability check: which of them is least stable? w.